(1)
Computed, not measured: a molecular structure, C12H13FN2O4S, with the ωB97M-V functional and the def2-TZVPD basis.

```
! wB97M-V def2-TZVPD RIJCOSX def2/J DEFGRID3
* xyz 0 1
O 1.40091 -0.84319 0.11488
C -0.01785 -0.58944 -0.00071
C -0.24689 0.14150 -1.28854
C -1.69624 0.68033 -1.48851
C -2.72903 -0.01211 -0.63781
C -3.24090 0.54848 0.49888
C -4.19002 -0.13626 1.31317
C -4.62434 -1.38287 0.97346
C -4.12448 -1.99114 -0.20016
N -4.43353 -3.19681 -0.68132
S -3.58747 -3.41623 -2.00657
N -2.79022 -2.00369 -2.08466
C -3.17475 -1.31622 -1.01689
H 1.48235 -1.47873 0.82898
H -0.53375 -1.54430 0.02232
H -0.32559 0.00510 0.85560
H 0.41715 0.99747 -1.31081
H -0.01406 -0.51667 -2.11683
H -1.72789 1.74915 -1.32211
H -1.97347 0.53160 -2.52587
H -2.91546 1.53541 0.78048
H -4.54822 0.36210 2.19659
H -5.34494 -1.90356 1.58379
C 4.05062 0.86065 0.67569
C 4.79452 2.01317 0.04347
O 5.80423 2.29363 0.99696
C 6.05450 1.14257 1.68836
O 6.98999 0.96833 2.39002
O 5.08598 0.22863 1.44201
F 4.00963 3.10977 -0.11197
H 3.26581 1.21292 1.34497
H 3.62091 0.17170 -0.04289
H 5.26247 1.77868 -0.91400
*
```

The calculation puts the frontier orbital gap at 0.3079 Eh. Its energy is -1373.60249 a.u.



(2)
Computed, not measured: a gas-phase ion, C12H13N2 (charge +1) at a distorted geometry, with the ωB97M-V functional and the def2-TZVPD basis.

```
! wB97M-V def2-TZVPD RIJCOSX def2/J DEFGRID3
* xyz 1 1
C 4.37224 0.17935 0.51785
C 3.99818 -0.93400 -0.18587
C 3.52892 1.15158 1.01461
C 2.66995 -1.01736 -0.61594
C 2.19661 1.09177 0.52246
C 1.72781 -0.07363 -0.17576
C -2.51725 1.16256 1.13919
C -2.21175 -0.06537 1.49722
C -2.46484 1.43300 -0.38566
C -1.88311 -1.41113 0.95967
C -2.23462 -1.16407 -0.60138
C -1.76076 0.33710 -1.08745
N -0.29039 0.52389 -0.91118
N 0.50422 -0.32550 -0.60452
H 5.46152 0.13206 0.79086
H 4.83155 -1.62131 -0.35840
H 3.61702 2.04246 1.64913
H 2.46172 -1.89241 -1.21246
H 1.46190 1.79171 0.91668
H -2.59958 1.98564 1.85758
H -3.41287 1.64966 -0.83782
H -1.83002 2.23698 -0.50784
H -0.74753 -1.67306 1.24897
H -2.45234 -2.20731 1.26043
H -1.65296 -1.82176 -1.13927
H -3.23138 -1.30272 -0.85842
H -1.98345 0.60319 -2.12030
*
```

The calculation puts the frontier orbital gap (alpha / beta) at 0.1817 / 0.1818 Eh. Its energy is -574.08914 a.u. The energy above the lowest of the compared OMol25 structures with the same formula, charge and spin comes out at 148.70 kcal/mol.



(3)
Computed, not measured: C12H13NOSe in the gas phase at a distorted geometry, with the ωB97M-V functional and the def2-TZVPD basis.

```
! wB97M-V def2-TZVPD RIJCOSX def2/J DEFGRID3
* xyz 0 1
C 0.94300 2.00053 0.22268
C -2.84250 -0.73381 -3.41184
C -3.34776 -1.37313 -2.28595
C -1.81138 0.21264 -3.36950
C -2.90703 -0.96837 -1.03618
C -1.31659 0.53340 -2.09349
C -1.83503 -0.08838 -0.95016
C 1.33872 -1.42951 1.89467
C 1.39444 0.96056 2.89890
C 3.09067 0.09701 1.24774
C 0.67429 0.62999 0.45953
C 1.58285 0.05814 1.69932
N 1.12468 3.11803 -0.04476
O 1.14627 -1.99802 2.91223
Se -1.20694 0.19963 0.89348
H -3.24192 -1.07222 -4.26837
H -4.17825 -2.15163 -2.36290
H -1.31654 0.80902 -4.12032
H -3.40574 -1.53991 -0.25352
H -0.57195 1.19167 -2.05036
H 1.40260 -2.14730 0.96010
H 2.20379 1.57165 3.15899
H 1.24814 0.23436 3.62404
H 0.53358 1.54232 2.85540
H 3.50690 1.18015 1.32832
H 3.28041 -0.40827 0.41998
H 3.59244 -0.33719 2.01968
H 0.91885 -0.09136 -0.34770
*
```

Its structure (SMILES) is CC(C)(C=O)[C@H](C#N)[Se]c1ccccc1. The calculation puts the frontier orbital gap at 0.3406 Eh. Its energy is -2996.38930 a.u. The energy above the lowest of the compared OMol25 structures with the same formula, charge and spin comes out at 0.00 kcal/mol.



(4)
Computed, not measured: C12H13PS in the gas phase at a distorted geometry, with the ωB97M-V functional and the def2-TZVPD basis.

```
! wB97M-V def2-TZVPD RIJCOSX def2/J DEFGRID3
* xyz 0 1
C -3.74517 0.18469 -0.27652
C -3.46669 -1.17845 0.09035
C -2.75594 1.14095 -0.42181
C -2.11407 -1.50094 0.26796
C -1.44635 0.72681 -0.33523
C -1.15092 -0.53350 0.13513
C 2.32679 0.75621 -0.81732
C 2.67670 1.11706 0.54078
C 1.39500 -0.09564 -1.07714
C 2.21458 0.51834 1.60246
C 0.97802 -0.52417 -2.44974
C 2.28010 0.59876 2.97466
P 0.60125 -1.05155 0.31414
S 0.76067 -2.96255 0.17176
H -4.80568 0.34167 -0.68045
H -4.26656 -1.88828 0.24689
H -2.87908 2.13438 -0.92331
H -1.83927 -2.43150 0.66280
H -0.66413 1.42340 -0.64468
H 2.81581 1.24194 -1.66177
H 3.37444 1.81341 0.46638
H 0.13336 0.13953 -2.77871
H 1.03115 -1.64769 -2.53757
H 1.73083 -0.21231 -3.11647
H 1.24587 0.58764 3.38299
H 2.73484 1.51151 3.41703
H 2.83447 -0.20973 3.44736
*
```

The calculation puts the frontier orbital gap (alpha / beta) at 0.2745 / 0.2745 Eh. Its energy is -1204.46842 a.u. The energy above the lowest of the compared OMol25 structures with the same formula, charge and spin comes out at 37.32 kcal/mol.



(5)
Computed, not measured: a molecular structure, C12H14AlCl2N2S at a distorted geometry, with the ωB97M-V functional and the def2-TZVPD basis.

```
! wB97M-V def2-TZVPD RIJCOSX def2/J DEFGRID3
* xyz 3 1
C -3.33226 0.32297 -0.57992
C -3.12523 0.03802 0.89507
Cl -4.65527 0.18446 1.72127
C -2.04396 0.94762 1.62728
C -0.67576 0.46027 1.37716
C 0.11243 0.98520 0.26477
C 1.45722 0.53890 0.02176
C 2.10964 1.12602 -1.20361
C 2.75460 0.07412 -2.11447
C 1.88116 -1.18382 -2.34713
Cl 1.27807 -1.30741 -3.99409
C 2.04622 -0.38422 0.84700
C 1.28402 -0.91477 1.93750
N 1.67891 -1.81985 2.80069
S 0.45435 -2.11265 3.81279
N -0.63749 -1.11634 3.23820
C -0.06620 -0.50025 2.18214
H -2.38502 0.31694 -1.15729
H -3.95012 -0.46409 -1.00336
H -3.86061 1.25955 -0.73660
H -2.79370 -0.99299 1.00542
H -2.21097 0.91780 2.69836
H -2.09736 1.96108 1.23428
H -0.31088 1.78986 -0.33367
H 1.27388 1.64987 -1.76457
H 2.80555 1.93581 -0.99006
H 2.94610 0.55480 -3.06766
H 3.69723 -0.28333 -1.71280
H 2.43412 -2.07917 -2.08138
H 0.93910 -1.26612 -1.70475
H 3.06420 -0.71247 0.69072
Al -0.07195 0.07420 -1.56307
*
```

The calculation puts the frontier orbital gap at 0.1490 Eh. Its energy is -2134.86738 a.u.



(6)
Computed, not measured: a molecular structure, C12H14Br12I2NO2 at a distorted geometry, with the ωB97M-V functional and the def2-TZVPD basis.

```
! wB97M-V def2-TZVPD RIJCOSX def2/J DEFGRID3
* xyz -1 1
C 4.95903 -2.40837 1.14049
C 4.27050 -2.75871 0.23494
C 3.12847 -3.22752 -0.56570
N 2.02839 -2.29422 -0.64121
C 1.39389 -1.93706 0.61715
C 0.86335 -0.47556 0.45918
O 1.23564 0.34529 1.34077
O 0.13974 -0.25435 -0.56553
C 0.16245 -2.81255 0.96456
I -0.07791 -2.58223 3.11569
C 0.31488 -4.29541 0.64356
C 0.18630 -4.57715 -0.86599
I -1.24570 -5.46135 1.64240
H 5.58567 -2.14231 1.95197
H 3.50032 -3.37201 -1.58127
H 2.83188 -4.20857 -0.21546
H 2.26791 -1.47414 -1.17547
H 2.07233 -1.90641 1.46614
H -0.73800 -2.41611 0.51219
H 1.23002 -4.70816 1.04053
H 0.17482 -3.64596 -1.41807
H -0.71874 -5.12860 -1.07299
H 1.02934 -5.17300 -1.20002
C 0.78728 4.46613 0.03914
Br 1.17911 5.32230 -1.66804
Br 1.09456 2.56478 0.05358
Br 1.71066 5.37628 1.47903
H -0.26929 4.61609 0.20914
C -2.97289 5.87818 -1.83723
Br -2.65647 6.67144 -3.56386
Br -2.48973 4.01842 -1.80168
Br -2.09024 6.85632 -0.43692
H -4.03452 5.93963 -1.65097
C -6.42982 7.92833 -5.61732
Br -5.67506 9.28590 -4.48578
Br -5.21830 7.43012 -7.02626
Br -6.99929 6.39814 -4.59973
H -7.30801 8.34875 -6.08327
C 1.46250 -4.89484 6.36635
Br -0.16936 -4.03304 6.91680
Br 1.11412 -6.37248 5.18406
Br 2.68878 -3.64264 5.58490
H 1.92742 -5.29452 7.25434
*
```

The calculation puts the frontier orbital gap at 0.2332 Eh. Its energy is -32154.39426 a.u. The energy above the lowest of the compared OMol25 structures with the same formula, charge and spin comes out at 0.00 kcal/mol.